1.
The following is a quantum chemistry calculation of a molecular structure, C16H20AuClI2NSSi, from OMol25.

Summary:
* ΔE to the lowest compared entry with this formula, charge and spin: 0.000 eV

Structure (ORCA input):
```
! RIJCOSX wB97M-V def2-TZVPD def2/J DEFGRID3
* xyz 1 1
Au -1.002 -2.460 -0.754
I 0.110 -4.660 1.889
C 0.159 -5.822 0.141
I 0.061 -4.671 -1.662
H -0.693 -6.489 0.125
H 1.098 -6.359 0.095
C 2.171 2.609 0.898
Si 0.563 2.533 1.836
C -0.522 3.991 1.424
C 0.928 2.443 3.664
C -0.459 0.942 1.499
C -1.677 0.887 2.328
C -2.785 0.232 1.949
C -2.731 -0.582 0.775
N -1.716 -0.646 -0.022
C -0.558 0.184 0.216
S 0.554 -0.615 1.436
H 2.768 3.405 1.350
H 2.053 2.868 -0.155
H 2.745 1.685 0.970
H -0.036 4.934 1.679
H -1.472 3.952 1.963
H -0.748 4.015 0.355
H 1.581 3.273 3.943
H 1.446 1.518 3.926
H 0.033 2.519 4.284
H -1.690 1.459 3.249
H -3.694 0.246 2.532
H -3.563 -1.237 0.537
Cl 2.880 -0.472 -1.297
C 1.546 -0.828 -2.355
C 1.776 -1.722 -3.392
C 0.755 -2.022 -4.280
C -0.488 -1.417 -4.136
C -0.697 -0.523 -3.099
C 0.307 -0.215 -2.173
C 0.026 0.771 -1.063
H 2.757 -2.163 -3.502
H 0.942 -2.705 -5.098
H -1.283 -1.627 -4.838
H -1.661 -0.041 -2.994
H -0.710 1.496 -1.429
H 0.928 1.316 -0.812
*
```

Mulliken atomic charge list, values in e, 2 entries: number 1, Au, carries 0.32; number 2, I, carries 0.18

=====

2.
The following is a quantum chemistry calculation of C16H20BNO3 in the gas phase, from OMol25.

Structure (ORCA input):
```
! RIJCOSX wB97M-V def2-TZVPD def2/J DEFGRID3
* xyz 0 1
O -2.179 1.394 0.516
O -1.201 -2.291 -0.695
O 1.695 0.164 1.561
C -0.029 3.504 -1.591
C 2.102 -3.508 -1.685
C 1.143 2.764 -1.546
C 2.951 -2.580 -1.100
C -1.142 3.101 -0.868
C 0.763 -3.275 -1.616
C 1.181 1.573 -0.853
C 2.408 -1.463 -0.454
C -1.083 1.878 -0.196
C 0.192 -2.270 -0.826
C 0.105 1.137 -0.163
C 1.053 -1.351 -0.234
B 0.502 -0.154 0.703
C -3.287 2.193 0.339
C -1.819 -1.114 -1.212
C 1.300 0.003 2.934
C 0.128 -0.963 2.972
N -0.632 -0.638 1.704
H 0.019 4.496 -2.020
H 2.474 -4.326 -2.264
H 2.017 3.052 -2.103
H 4.007 -2.657 -1.229
H -2.057 3.678 -0.886
H 0.078 -3.979 -2.090
H 2.105 1.023 -0.750
H 3.071 -0.714 -0.028
H -4.166 1.775 0.867
H -3.580 2.354 -0.713
H -3.096 3.159 0.844
H -1.523 -0.272 -0.600
H -1.471 -0.916 -2.228
H -2.898 -1.206 -1.184
H 2.184 -0.378 3.467
H 1.074 1.008 3.316
H -0.494 -0.895 3.842
H 0.525 -1.981 2.954
H -1.324 0.106 1.912
H -1.098 -1.432 1.206
*
```

Mulliken atomic charge list, values in e, 2 entries: number 1, O, carries -0.31; number 2, O, carries -0.65

=====

3.
The following is a quantum chemistry calculation of C16H20BrNO3 in the gas phase, from OMol25.

Summary:
* SMILES string: O=C(COC(=O)Cc1ccc(Br)cc1)NC1CCCCC1

Structure (ORCA input):
```
! RIJCOSX wB97M-V def2-TZVPD def2/J DEFGRID3
* xyz 0 1
O 3.181 2.338 0.153
C 2.222 1.912 0.474
C 0.823 2.969 1.083
O -0.142 3.080 -0.248
C -0.980 1.979 0.041
O -1.039 0.854 0.832
C -2.088 2.343 -1.043
C -3.461 1.393 -0.573
C -3.387 0.007 -0.751
C -4.546 -0.555 -0.539
C -5.695 -0.009 -0.140
Br -7.211 -0.948 0.269
C -5.617 1.432 0.154
C -4.524 1.963 -0.222
N 1.906 0.717 0.573
C 2.647 -0.636 0.047
C 2.871 -1.448 1.447
C 3.748 -2.637 1.142
C 3.173 -3.299 -0.268
C 2.835 -2.397 -1.435
C 2.015 -1.317 -0.934
H 0.562 2.685 1.968
H 1.270 3.942 1.132
H -1.816 1.957 -1.860
H -2.223 3.176 -0.941
H -2.571 -0.436 -1.174
H -4.586 -1.719 -0.329
H -6.477 2.113 0.544
H -4.517 3.098 -0.077
H 0.883 0.342 0.917
H 3.498 0.003 -0.251
H 3.505 -0.665 2.120
H 1.959 -1.714 1.907
H 4.073 -3.316 1.886
H 4.754 -2.159 0.711
H 3.852 -4.143 -0.579
H 2.197 -3.802 0.343
H 2.432 -3.185 -2.245
H 3.841 -1.928 -1.701
H 1.721 -0.420 -1.760
H 0.915 -1.571 -0.675
*
```

Mulliken atomic charge list, values in e, 2 entries: number 1, O, carries -0.48; number 2, C, carries 0.77

=====

Number 1: E -2555.18443 hartree, lowest unoccupied orbital energy -3.9 eV. Number 2: E -927.01817 hartree, lowest unoccupied orbital energy 0.4 eV. Number 3: E -3475.72647 hartree, lowest unoccupied orbital energy 0.5 eV.